Computed, not measured: one molecule with the formula C6H12O, with ωB97M-V/def2-TZVPD.

Structure (XYZ):
```
19
Properties=species:S:1:pos:R:3:forces:R:3
C 0.141 2.137 -0.581 0.01 -0.01 -0.04
C 0.135 1.338 0.708 -0.05 0.12 0.03
C 1.288 0.424 1.016 0.18 -0.03 0.03
C -0.069 -0.162 0.752 -0.14 -0.09 0.03
C -0.398 -0.937 -0.504 0.35 -0.06 0.10
C -0.279 -2.442 -0.325 0.01 -0.02 0.01
O -1.742 -0.668 -0.881 -0.13 0.23 -0.05
H 0.424 1.524 -1.444 -0.03 0.09 0.15
H 0.868 2.954 -0.511 -0.12 -0.09 -0.02
H -0.837 2.586 -0.795 0.13 -0.10 0.05
H -0.282 1.880 1.556 0.12 -0.11 -0.12
H 2.046 0.318 0.241 -0.16 -0.01 0.10
H 1.679 0.395 2.029 -0.07 -0.02 -0.18
H -0.611 -0.533 1.622 0.09 0.08 -0.12
H 0.287 -0.630 -1.314 -0.13 -0.02 0.13
H 0.760 -2.730 -0.132 -0.15 0.06 -0.01
H -0.622 -2.951 -1.231 0.07 0.08 0.13
H -0.902 -2.778 0.511 0.09 0.08 -0.11
H -1.888 0.273 -0.716 -0.08 -0.18 -0.10
```
Positions in Å, forces in eV/Å.

F_max = 0.36 eV Å⁻¹
charge = 0



Computed, not measured: one molecule with the formula C6H12O at a distorted geometry, with ωB97M-V/def2-TZVPD.

Structure (XYZ):
```
19
Properties=species:S:1:pos:R:3:forces:R:3
C 1.236 -1.471 -1.318 0.13 -0.16 -0.09
C 1.136 -0.301 -0.356 -0.22 -0.02 -0.05
C 0.629 0.973 -1.057 0.28 0.31 1.24
O -0.309 1.581 -0.173 -0.21 0.27 0.27
C -0.561 0.803 1.001 -0.04 -0.19 0.10
C -2.067 0.739 1.219 0.01 -0.02 -0.01
C 0.089 -0.560 0.746 -0.02 0.05 -0.06
H 1.938 -1.264 -2.131 0.00 -0.06 0.05
H 0.255 -1.674 -1.768 0.19 0.03 0.11
H 1.569 -2.372 -0.796 -0.02 0.03 -0.12
H 2.109 -0.104 0.109 -0.11 -0.02 -0.09
H 1.425 1.713 -1.235 -0.10 -0.34 -0.13
H 0.120 0.755 -1.978 -0.17 -0.20 -0.60
H -0.099 1.274 1.888 0.02 0.09 -0.37
H -2.477 1.740 1.383 0.06 -0.14 -0.04
H -2.321 0.116 2.086 0.12 0.11 -0.12
H -2.541 0.307 0.331 0.03 0.06 0.12
H -0.671 -1.273 0.399 0.15 0.12 -0.05
H 0.542 -0.981 1.650 -0.10 0.08 -0.15
```
Positions in Å, forces in eV/Å.

F_max = 1.31 eV Å⁻¹
charge = 0



Computed, not measured: a 2-piece molecular cluster, C6H12O overall at a distorted geometry, with ωB97M-V/def2-TZVPD.

Structure (XYZ):
```
19
Properties=species:S:1:pos:R:3:forces:R:3
C 0.065 -2.295 -1.901 0.03 0.22 0.30
C 1.098 -1.466 -1.733 -0.02 -0.25 1.26
C 1.112 -0.329 -0.787 0.24 2.39 -0.79
C 2.473 0.318 -0.661 0.90 -0.70 0.07
C 0.057 0.338 -0.313 -0.98 -0.82 -0.52
C -0.003 1.810 0.032 0.71 -1.14 -0.58
H -0.925 -1.944 -1.638 -0.03 -0.21 0.54
H 0.145 -3.348 -2.114 0.14 0.08 -1.05
H 2.087 -1.586 -2.159 0.03 -0.88 0.09
H 2.839 0.770 -1.586 -0.13 -0.13 -0.20
H 3.164 -0.494 -0.405 0.21 0.08 -0.23
H 2.667 1.057 0.115 -0.72 0.07 0.15
H -0.903 -0.168 -0.431 -0.02 0.21 0.03
H 0.703 2.057 0.821 -0.41 0.35 0.31
H -1.034 2.108 0.155 -0.03 0.25 0.62
H 0.352 2.286 -0.879 0.08 0.48 0.00
O -4.739 0.095 4.818 0.12 0.10 -0.22
H -3.941 -0.017 4.286 -0.13 -0.02 0.13
H -5.216 0.810 4.381 0.01 -0.08 0.08
```
Positions in Å, forces in eV/Å.

F_max = 2.53 eV Å⁻¹
charge = 0



Computed, not measured: one molecule with the formula C6H12O, with ωB97M-V/def2-TZVPD.

Structure (XYZ):
```
19
Properties=species:S:1:pos:R:3:forces:R:3
C -1.826 0.439 2.057 -0.24 0.05 0.15
O -0.546 0.087 1.603 0.04 -0.12 -0.05
C -0.111 0.802 0.462 0.06 0.10 -0.22
C 0.572 -0.139 -0.514 0.06 -0.01 0.07
C 1.499 -1.146 0.132 0.05 -0.06 0.02
C -0.190 -0.550 -1.746 -0.18 -0.14 -0.01
C 0.948 0.430 -1.853 0.14 0.15 -0.04
H -2.609 0.123 1.352 0.09 0.00 0.05
H -1.930 1.521 2.212 0.07 -0.05 0.04
H -1.981 -0.069 3.014 -0.01 0.09 -0.18
H -0.970 1.277 -0.039 0.20 0.01 0.07
H 0.586 1.597 0.786 -0.15 -0.17 -0.10
H 0.937 -1.788 0.815 0.10 0.06 -0.06
H 2.285 -0.646 0.709 -0.09 -0.03 -0.06
H 1.987 -1.780 -0.616 -0.11 0.13 0.04
H -1.197 -0.161 -1.873 0.14 -0.08 0.03
H -0.044 -1.554 -2.137 0.01 0.18 0.10
H 0.716 1.472 -2.060 -0.02 -0.17 0.04
H 1.874 0.084 -2.305 -0.14 0.06 0.11
```
Positions in Å, forces in eV/Å.

F_max = 0.29 eV Å⁻¹
charge = 0



Computed, not measured: one molecule with the formula C6H12O, with ωB97M-V/def2-TZVPD.

Structure (XYZ):
```
19
Properties=species:S:1:pos:R:3:forces:R:3
C 2.079 0.734 0.868 0.15 0.01 0.01
C 0.570 0.838 0.678 -0.13 -0.03 -0.07
C 0.180 1.340 -0.726 0.24 0.18 0.04
O -0.976 0.632 -1.153 0.01 0.06 -0.02
C -1.330 -0.384 -0.218 0.00 -0.22 0.14
C -1.667 -1.660 -0.973 -0.03 0.00 -0.01
C -0.116 -0.531 0.705 -0.12 -0.02 0.00
H 2.565 1.714 0.815 -0.06 -0.10 0.02
H 2.519 0.101 0.084 -0.12 0.13 0.12
H 2.337 0.281 1.832 -0.09 0.12 -0.11
H 0.148 1.505 1.445 0.02 -0.20 -0.19
H -0.034 2.417 -0.743 0.05 -0.16 0.00
H 0.999 1.143 -1.436 -0.13 0.05 0.09
H -2.220 -0.046 0.340 0.22 -0.04 -0.02
H -2.475 -1.487 -1.691 0.11 -0.02 0.12
H -1.980 -2.449 -0.278 0.04 0.14 -0.10
H -0.783 -2.009 -1.521 -0.16 0.06 0.07
H 0.575 -1.261 0.267 -0.10 -0.05 0.05
H -0.392 -0.878 1.706 0.09 0.09 -0.14
```
Positions in Å, forces in eV/Å.

F_max = 0.30 eV Å⁻¹
charge = 0



Computed, not measured: one molecule with the formula C6H12O at a distorted geometry, with ωB97M-V/def2-TZVPD.

Structure (XYZ):
```
19
Properties=species:S:1:pos:R:3:forces:R:3
C 1.904 -1.911 -1.492 -0.54 -0.50 1.10
C 1.217 -1.192 -0.602 1.27 1.37 -0.34
C 0.328 -0.075 -1.110 -0.96 -0.92 -0.22
C -1.054 0.213 -0.501 -0.84 0.20 0.30
C -1.256 1.237 0.639 0.22 -0.11 -0.33
C -0.763 0.794 2.027 0.31 1.25 -1.34
O 0.560 0.270 2.013 -0.25 -0.12 -0.23
H 1.487 -2.060 -2.470 0.40 0.24 -0.62
H 2.779 -2.465 -1.168 -0.24 -0.31 -0.20
H 1.578 -1.167 0.419 -0.11 -0.10 0.09
H 0.156 -0.396 -2.144 -0.23 0.27 -0.05
H 0.830 0.886 -1.230 0.53 -0.04 0.31
H -1.603 -0.681 -0.201 0.29 -0.35 -0.18
H -1.611 0.630 -1.334 -0.32 0.02 -0.16
H -2.328 1.418 0.780 -0.03 -0.20 -0.23
H -0.903 2.213 0.281 0.51 -0.08 0.43
H -1.502 0.062 2.335 0.28 -0.22 0.72
H -0.724 1.714 2.612 -0.53 -0.32 0.63
H 0.904 0.509 1.146 0.25 -0.08 0.29
```
Positions in Å, forces in eV/Å.

F_max = 1.90 eV Å⁻¹
charge = 0



Computed, not measured: a 2-piece molecular cluster, C6H12O overall, with ωB97M-V/def2-TZVPD.

Structure (XYZ):
```
19
Properties=species:S:1:pos:R:3:forces:R:3
C 2.365 0.413 0.096 -0.03 -0.18 0.11
C 1.450 -0.537 0.274 0.16 0.13 -0.07
C 0.175 -0.355 1.051 -0.01 -0.04 -0.09
C -0.982 -1.241 0.549 -0.03 -0.02 -0.04
C -2.292 -0.457 0.531 -0.08 0.00 -0.01
H 3.263 0.240 -0.490 -0.08 0.00 0.10
H 2.261 1.387 0.571 -0.03 -0.08 -0.14
H 1.601 -1.514 -0.189 0.02 0.13 0.07
H -0.127 0.696 0.984 0.06 -0.06 0.01
H 0.359 -0.549 2.112 0.00 -0.03 -0.03
H -1.072 -2.140 1.171 0.01 0.14 -0.06
H -0.765 -1.605 -0.465 -0.01 0.12 0.12
H -2.509 -0.039 1.520 0.02 -0.04 -0.10
H -2.203 0.374 -0.177 -0.08 -0.08 0.14
H -3.146 -1.072 0.235 0.10 0.00 0.02
C 0.411 1.595 -1.941 -0.27 0.16 0.07
O -0.598 1.962 -1.391 0.47 -0.18 -0.24
H 1.326 2.217 -1.970 -0.12 -0.03 0.06
H 0.483 0.626 -2.470 -0.09 0.06 0.08
```
Positions in Å, forces in eV/Å.

F_max = 0.56 eV Å⁻¹
charge = 0



Computed, not measured: one molecule with the formula C6H12O, with ωB97M-V/def2-TZVPD.

Structure (XYZ):
```
19
Properties=species:S:1:pos:R:3:forces:R:3
C 2.546 0.197 -1.484 0.02 0.04 0.02
C 1.607 0.233 -0.296 0.16 0.09 0.04
O 0.410 -0.429 -0.672 -0.09 0.05 -0.09
C -0.337 -0.949 0.379 -0.08 -0.16 0.11
C -0.674 -0.097 1.570 0.06 0.11 0.17
C -1.747 -0.482 0.586 -0.13 -0.09 0.00
C -2.386 0.571 -0.286 0.03 0.02 -0.03
H 2.959 -0.803 -1.622 -0.03 0.03 -0.02
H 3.369 0.904 -1.355 -0.05 -0.07 0.02
H 1.993 0.466 -2.384 0.05 0.04 -0.01
H 1.375 1.270 -0.020 0.05 -0.05 -0.01
H 2.060 -0.244 0.584 -0.09 0.00 -0.13
H -0.150 -2.011 0.543 0.02 0.16 0.09
H -0.343 0.939 1.542 -0.07 -0.18 -0.03
H -0.662 -0.541 2.561 0.01 0.02 -0.14
H -2.426 -1.263 0.920 0.05 0.09 -0.04
H -2.884 0.119 -1.150 0.07 0.06 0.09
H -1.647 1.284 -0.661 -0.05 -0.11 0.06
H -3.137 1.125 0.289 0.08 -0.04 -0.10
```
Positions in Å, forces in eV/Å.

F_max = 0.21 eV Å⁻¹
charge = 0



The following orbital gap values (in eV) correspond, in order, to the records above: 11.14; 10.55; 8.87; 10.68; 10.58; 10.62; 10.72; 10.59.